The following is a DFT calculation (the ωB97M-V functional and the def2-TZVPD basis) of C2H3BrOS as an isolated structure in a non-equilibrium geometry.

```
8
Properties=species:S:1:pos:R:3:forces:R:3
C -0.561 1.630 0.231 -0.26 -0.01 -2.88
C -0.139 0.172 0.009 2.20 4.05 -1.62
O -2.301 3.669 -0.920 -1.35 2.26 1.01
S -1.672 2.540 -1.543 2.53 -3.17 1.02
Br -1.371 2.240 1.711 -0.46 0.25 0.97
H 0.674 -0.074 0.665 0.13 -0.32 0.79
H -1.016 -0.362 0.177 -1.17 -1.82 -0.48
H 0.418 0.304 -1.004 -1.61 -1.24 1.20
```
Positions in Å, forces in eV/Å.

## Properties
HOMO energy (alpha / beta) = -0.2941 / -0.3362 Eh
Molecular weight = 155.02 g mol⁻¹
Multiplicity = 3
Energy relative to the best compared isomer or geometry (same formula, charge and spin) = 77.8 kJ/mol
Charge = 0